81
Properties=species:S:1:pos:R:3 method="wB97M-V/def2-TZVPD" fmax_ev_per_a=5.1 s_squared=6.0024 total_energy_ha=-2705.3373 lumo_energy_ev="0.3 / 0.2" charge=0 homo_lumo_gap_ev="5.512 / 7.901" spin_multiplicity=5
V 2.77095 2.63421 1.09704
C 1.01842 -0.90546 -1.12372
C 1.08114 -0.38210 0.29587
O 1.94363 0.65753 0.67105
H 0.73112 -0.11957 -1.82226
H 0.16093 -1.57371 -1.20287
H 1.92584 -1.47021 -1.33759
H 1.32693 -1.30719 0.81730
H 0.02402 -0.29007 0.54513
C 0.10751 5.96915 1.77586
C -0.06801 4.42546 1.82649
O 0.93761 3.74219 1.75335
N -1.24386 3.87767 1.97211
C -1.44773 2.41632 2.00039
H -0.69784 6.44588 2.33466
H 0.12546 6.38528 0.76859
H 1.00825 6.26903 2.31145
H -2.02351 4.50650 1.84245
H -0.90735 1.91371 1.19822
H -2.44990 1.98947 2.03968
H -1.06673 2.16942 2.99135
C 7.09680 3.30601 0.87442
C 6.02708 2.40658 0.29271
O 4.92859 2.32493 0.76106
N 6.25399 1.70954 -0.76872
C 5.26113 0.84651 -1.50382
H 6.85375 3.42312 1.93051
H 7.38615 4.27589 0.46982
H 7.90491 2.63553 1.16687
H 7.22366 1.74083 -1.04953
H 5.06675 1.38805 -2.42959
H 4.37168 0.64881 -0.90557
H 5.70594 -0.11501 -1.76017
C -0.63444 -0.72009 -5.15197
C -0.58946 -2.10879 -4.48619
O -1.40163 -2.93485 -4.83624
N 0.46675 -2.41410 -3.69156
C 0.82882 -3.71019 -3.22421
H -1.57697 -0.29478 -4.80726
H -0.67311 -0.96710 -6.21291
H 0.18271 -0.04882 -4.88783
H 1.21980 -1.74917 -3.79588
H 0.30558 -4.57280 -3.63678
H 0.72034 -3.79589 -2.14301
H 1.83490 -3.95430 -3.56526
C -1.13082 -0.61475 3.48434
C -0.74021 -0.46829 4.99421
O -1.14288 0.40880 5.78445
N 0.05715 -1.45628 5.35850
C 0.79770 -1.50323 6.59654
H -0.96197 -1.64076 3.15741
H -0.47196 0.04371 2.91826
H -2.14464 -0.25235 3.31420
H 0.50770 -2.06631 4.69144
H 1.34854 -0.60822 6.88571
H 1.46021 -2.33804 6.36785
H 0.23245 -1.71019 7.50525
O -2.54172 -6.84355 0.37307
C -2.80141 -5.64067 0.13716
O -3.35258 -4.82125 1.15689
C -3.72547 -3.56925 0.57291
C -2.94561 -3.55018 -0.71376
C -2.67294 -4.93690 -1.20755
H -3.39221 -2.92473 1.38632
H -4.81341 -3.59682 0.51182
H -2.01309 -3.00187 -0.58010
H -3.16591 -2.95887 -1.60253
H -1.65066 -5.08708 -1.55467
H -3.40818 -5.27054 -1.93980
O -4.89965 1.70538 -4.08789
C -4.08411 1.68902 -3.24627
O -2.81716 1.30002 -3.43229
C -2.01309 1.33556 -2.30142
C -3.07911 1.38807 -1.18372
C -4.25360 2.14611 -1.80449
H -1.43938 2.26125 -2.34659
H -1.44108 0.40839 -2.26570
H -2.58698 1.95296 -0.39201
H -3.42496 0.49582 -0.66182
H -4.10078 3.22245 -1.88341
H -5.20878 1.82922 -1.38577